[1]
Formula: C33H74Cl12O3S3
Source: the Open Molecules 2025 dataset
Level of theory: wB97M-V/def2-TZVPD

Structure (ORCA input):
```
! wB97M-V def2-TZVPD RIJCOSX def2/J DEFGRID3
* xyz 0 1
C -4.81259 4.33862 -3.41308
S -3.64353 2.91952 -3.33080
O -3.35181 2.62086 -4.77895
C -2.24757 3.90841 -2.72683
H -5.49951 4.13574 -4.23077
H -4.25986 5.25288 -3.62220
H -5.35470 4.46472 -2.47571
H -1.40434 3.21581 -2.67110
H -2.41660 4.23785 -1.70339
H -2.02261 4.64478 -3.49348
C 3.14538 -1.15729 -5.04580
S 4.23979 -1.44466 -3.61947
O 4.04220 -0.25245 -2.70771
C 3.40619 -2.81951 -2.79937
H 3.67832 -0.53634 -5.76200
H 2.13710 -0.79038 -4.86123
H 2.99805 -2.11754 -5.55397
H 3.22376 -3.74026 -3.36043
H 2.41325 -2.40755 -2.59602
H 3.91914 -3.15967 -1.90302
C 3.20422 4.53491 -5.36762
S 2.81223 3.25102 -4.14753
O 1.98722 3.84376 -3.03722
C 1.51715 2.41496 -5.12818
H 2.28680 4.89559 -5.83759
H 3.80919 4.06049 -6.14227
H 3.73796 5.38349 -4.94920
H 1.83626 2.38817 -6.18284
H 0.65841 3.08358 -5.16579
H 1.32317 1.36419 -4.94148
C -1.58702 -4.65329 0.92647
Cl -0.60976 -4.24941 -0.48196
Cl -0.96080 -6.01763 1.73717
Cl -1.61101 -3.23347 1.98590
Cl -3.26194 -4.92467 0.34262
C 6.06507 1.51871 2.07391
Cl 5.08334 2.77602 1.33162
Cl 7.75919 1.92796 1.96116
Cl 5.53634 1.37185 3.78675
Cl 5.78991 -0.07178 1.29706
C -1.77996 -3.26603 -4.61045
Cl -2.81798 -4.04469 -3.44604
Cl -2.61395 -3.14221 -6.16438
Cl -1.31237 -1.63725 -4.04821
Cl -0.34698 -4.27455 -4.94304
C 2.89000 -3.02138 5.59316
C 2.93010 -4.32835 6.39955
C 2.53793 -5.57680 5.61559
C 1.14971 -5.54974 4.98636
C 0.00101 -5.30916 5.96995
C -1.34922 -5.12419 5.25101
H 2.04203 -2.96654 4.90751
H 3.79950 -2.87753 5.01216
H 2.67473 -2.17864 6.25307
H 3.89123 -4.54915 6.86788
H 2.26212 -4.18586 7.25614
H 2.71753 -6.45723 6.23882
H 3.29070 -5.65692 4.82051
H 1.12760 -4.75019 4.23546
H 0.83392 -6.42915 4.41787
H -0.04548 -6.21641 6.58836
H 0.19588 -4.52214 6.70013
H -1.42154 -5.83366 4.42618
H -2.23464 -5.16690 5.87537
H -1.21642 -4.16110 4.75083
C 0.34901 7.97078 2.72822
C 0.90399 6.88510 3.66739
C 2.03265 6.05054 2.99598
C 2.08647 4.58145 3.43496
C 0.87688 3.71357 3.10990
C 1.31869 2.26734 3.13285
H 0.12441 7.55797 1.73984
H 1.10605 8.73046 2.52961
H -0.57747 8.38887 3.11797
H 1.36042 7.40752 4.50842
H 0.12897 6.18115 3.96927
H 2.93664 6.65297 3.12914
H 1.88057 6.13103 1.91247
H 2.95832 4.20952 2.88956
H 2.26826 4.52044 4.51092
H -0.03825 3.91739 3.66977
H 0.52590 3.90010 2.08384
H 0.50299 1.57921 2.90957
H 2.10153 2.08916 2.39335
H 1.79739 1.95586 4.06790
C 2.35569 -3.38682 1.13348
C 2.37705 -2.01617 1.82416
C 2.49997 -0.86728 0.82455
C 1.15352 -0.53869 0.17352
C 1.20770 0.64750 -0.78281
C -0.03969 0.92403 -1.58960
H 1.79209 -3.37576 0.20061
H 1.88287 -4.12635 1.78398
H 3.36059 -3.72076 0.85690
H 1.42724 -1.97958 2.36917
H 3.16406 -2.00879 2.58000
H 3.29977 -1.08884 0.11923
H 2.73202 0.00403 1.44104
H 0.69305 -1.39086 -0.34091
H 0.40898 -0.26896 0.93182
H 1.48470 1.60456 -0.32175
H 2.13723 0.51503 -1.35097
H -0.00837 1.95990 -1.93560
H -0.25429 0.24410 -2.42079
H -1.01318 0.87571 -1.08164
C -8.37889 -1.03816 -4.02156
C -7.29872 -1.29743 -2.95498
C -6.42242 -0.05442 -2.79166
C -5.37365 -0.11359 -1.65050
C -4.13203 -0.83834 -2.18321
C -3.17700 -1.31039 -1.07054
H -9.00690 -1.92696 -4.10102
H -7.87793 -0.84754 -4.96785
H -9.01725 -0.22893 -3.67596
H -7.75218 -1.45464 -1.96946
H -6.59850 -2.11019 -3.15466
H -7.02070 0.85353 -2.66834
H -5.90194 0.03980 -3.75418
H -5.13935 0.92657 -1.42916
H -5.79605 -0.67914 -0.81833
H -4.45776 -1.69775 -2.77914
H -3.60070 -0.23444 -2.92588
H -2.39785 -1.98492 -1.41618
H -2.92805 -0.44917 -0.45550
H -3.79804 -2.00253 -0.48662
*
```

Computed properties:
* E_LUMO: 0.118 eV
* max |F|: 0.04357 hartree/bohr
* calculated total energy: -224334.278 eV
* E_HOMO: -8.86 eV

Results of the Löwdin charge analysis, in e, for atoms 1 through 99: C -0.245; S 0.805; O -0.566; C -0.252; H 0.048; H 0.044; H 0.047; H 0.014; H 0.063; H 0.059; C -0.255; S 0.833; O -0.566; C -0.263; H 0.046; H 0.037; H 0.048; H 0.054; H 0.048; H 0.046; C -0.272; S 0.826; O -0.577; C -0.248; H 0.052; H 0.048; H 0.051; H 0.049; H 0.056; H 0.025; C -2.040; Cl 0.546; Cl 0.622; Cl 0.553; Cl 0.515; C -2.026; Cl 0.545; Cl 0.545; Cl 0.489; Cl 0.537; C -2.018; Cl 0.566; Cl 0.527; Cl 0.569; Cl 0.499; C -0.097; C -0.265; C -0.220; C -0.237; C -0.264; C -0.114; H 0.053; H 0.069; H 0.071; H 0.103; H 0.091; H 0.108; H 0.109; H 0.083; H 0.102; H 0.108; H 0.097; H 0.021; H 0.070; H 0.040; C -0.120; C -0.256; C -0.223; C -0.223; C -0.268; C -0.126; H 0.065; H 0.070; H 0.063; H 0.099; H 0.090; H 0.106; H 0.101; H 0.075; H 0.118; H 0.102; H 0.112; H 0.068; H 0.042; H 0.076; C -0.120; C -0.256; C -0.232; C -0.215; C -0.253; C -0.103; H 0.004; H 0.050; H 0.070; H 0.089; H 0.089; H 0.083; H 0.081; H 0.090

[2]
Formula: C26H21F2N4O10PtS
Source: the Open Molecules 2025 dataset
Level of theory: wB97M-V/def2-TZVPD

Structure (ORCA input):
```
! wB97M-V def2-TZVPD RIJCOSX def2/J DEFGRID3
* xyz 1 5
Pt 0.09940 0.32788 -3.18236
C 0.31970 -4.82917 2.46244
C -1.04119 -4.33251 1.99925
C -2.01511 -4.06137 3.13439
C -1.53831 -2.89793 3.99072
C -1.28438 -1.68847 3.13450
C -1.34870 -0.42039 3.65773
C -1.12725 0.69291 2.84732
F -1.19848 1.90398 3.40829
C -0.86046 0.58394 1.51463
C -0.78050 -0.70080 0.95608
C -0.48088 -0.84514 -0.45515
O -0.35452 0.24369 -1.12060
C -0.34992 -2.15183 -0.95620
C -0.57568 -3.21309 -0.09311
N -0.88336 -3.09118 1.18457
C -0.98155 -1.82977 1.76328
C 0.05385 -2.55948 -2.34123
O 0.04697 -3.71693 -2.67085
O 0.50997 -1.61383 -3.15886
H 0.19678 -5.75642 3.02167
H 0.81889 -4.10391 3.10435
H 0.97209 -5.03174 1.61261
H -1.48245 -5.06274 1.32067
H -2.11222 -4.96873 3.72952
H -3.00047 -3.83676 2.71934
H -0.62145 -3.16181 4.52422
H -2.28006 -2.65399 4.75058
H -1.57876 -0.26816 4.70461
H -0.72070 1.45853 0.89654
H -0.49416 -4.21920 -0.48539
F -0.65660 7.93716 -1.57056
C -1.20433 6.74098 -1.75814
C -0.98567 6.04593 -2.87349
N -1.56237 4.80224 -3.06990
C -1.28217 3.99122 -4.23236
C -0.62673 2.69476 -3.82790
O -0.81890 1.64354 -4.53607
O 0.10928 2.59324 -2.81798
C -2.35850 4.20360 -2.11209
O -2.80796 3.08620 -2.27202
N -2.58239 4.96341 -0.99161
C -2.05618 6.22438 -0.68358
O -2.29941 6.77714 0.35494
H -0.36163 6.43029 -3.66750
H -0.61190 4.53474 -4.89812
H -2.19320 3.74794 -4.77746
H -3.18249 4.54902 -0.29147
N 2.32502 0.66817 -2.86595
C 2.69717 0.11433 -1.59903
C 2.51243 0.88850 -0.45912
C 2.71111 0.31959 0.78114
C 3.09936 -1.01239 0.85927
C 3.32982 -1.77421 -0.27675
C 3.12209 -1.20384 -1.52290
S 3.22166 -1.76713 2.43767
O 1.96610 -1.50939 3.15074
O 3.62807 -3.11962 2.26419
O 4.11990 -0.92539 3.28190
H 2.84205 0.26686 -3.64225
H 2.38724 1.68219 -2.88841
H 2.16935 1.91231 -0.54477
H 2.54582 0.89556 1.68228
H 3.64388 -2.80445 -0.18442
H 3.25298 -1.79246 -2.42185
*
```

Computed properties:
* energy relative to the best compared isomer or geometry (same formula, charge and spin): 0.0 kcal/mol
* E_LUMO (spin up / spin down): -3.297 / -6.410 eV
* max |F|: 0.00440 hartree/bohr
* calculated total energy: -73246.850 eV
* E_HOMO (spin up / spin down): -11.66 / -11.66 eV

For reference, the Löwdin charges in units of e are: Pt 1.573; C -0.010; C -0.283; C -0.123; C -0.112; C -0.127; C 0.079; C -0.243; F 0.097; C 0.079; C -0.048; C -0.260; O -0.139; C -0.024; C 0.056; N 0.053; C -0.064; C -0.544; O 0.122; O -0.198; H 0.100; H 0.072; H 0.090; H 0.152; H 0.130; H 0.133; H 0.129; H 0.130; H 0.145; H 0.138; H 0.160; F 0.114; C -0.187; C 0.059; N -0.001; C -0.023; C -0.601; O -0.093; O -0.042; C -0.467; O 0.103; N 0.230; C -0.384; O 0.137; H 0.150; H 0.150; H 0.153; H 0.175; N 0.048; C -0.293; C -0.006; C -0.028; C -0.270; C -0.017; C -0.003; S 0.528; O -0.163; O -0.215; O -0.085; H 0.131; H 0.111; H 0.132; H 0.134; H 0.127; H 0.133

[3]
Formula: C26H27AuBrN2O3S2
Source: the Open Molecules 2025 dataset
Level of theory: wB97M-V/def2-TZVPD

Structure (ORCA input):
```
! wB97M-V def2-TZVPD RIJCOSX def2/J DEFGRID3
* xyz 2 2
Au 0.80282 0.57732 0.45924
O -0.09118 0.37082 2.46764
S -0.57908 -0.74438 3.34474
C -2.18278 -1.26918 2.54704
C -2.15978 -2.54418 1.72184
C -3.17368 -2.50008 0.56024
C -2.53238 -2.81948 -0.77516
S -1.43578 -1.47458 -1.43756
O -0.62388 -1.04388 -0.24356
C -2.71248 -0.23528 -1.72916
C -2.77958 0.95112 -1.01866
C -3.80018 1.84292 -1.30876
C -4.71248 1.56022 -2.31796
C -4.61048 0.38422 -3.04916
C -3.59928 -0.51308 -2.76356
C 0.50572 -2.16718 3.03374
C 0.40032 -3.25338 3.89054
C 1.25582 -4.32978 3.72154
C 2.21222 -4.31278 2.71724
C 2.31892 -3.21758 1.87374
C 1.47092 -2.13958 2.04614
H -2.42008 -0.39978 1.93404
H -2.89958 -1.32908 3.36344
H -2.35918 -3.40208 2.36354
H -1.16388 -2.68368 1.29874
H -3.67658 -1.53078 0.51454
H -3.95488 -3.24428 0.72664
H -3.28088 -2.97688 -1.54746
H -1.89968 -3.70338 -0.70526
H -2.03678 1.18152 -0.27086
H -3.88108 2.76322 -0.75306
H -5.48828 2.27022 -2.55866
H -5.30308 0.17142 -3.84816
H -3.49228 -1.41638 -3.34536
H -0.33398 -3.25138 4.68144
H 1.18522 -5.17688 4.38444
H 2.88622 -5.14658 2.59604
H 3.06692 -3.19788 1.09584
H 1.55822 -1.27058 1.39744
O -0.06068 2.47622 -0.54546
N 0.68892 3.52382 -0.67806
C 1.38492 3.69852 -1.81796
C 2.17142 4.81222 -2.00166
C 2.26852 5.76002 -0.98906
C 1.54562 5.55792 0.17874
C 0.76412 4.43242 0.31324
H 1.24522 2.94112 -2.57556
H 2.70712 4.93892 -2.92776
H 2.88132 6.63862 -1.11256
H 1.58482 6.27242 0.98384
H 0.17072 4.23352 1.19444
Br 2.60652 2.09552 1.62434
C 3.12212 1.47572 -0.96836
C 4.43592 1.52722 -1.38316
C 4.95032 0.36702 -1.94336
C 4.14112 -0.75948 -2.07686
C 2.83752 -0.70928 -1.62226
N 2.36972 0.40982 -1.06346
H 5.02812 2.41462 -1.23586
H 5.98792 0.33982 -2.24556
H 4.52712 -1.67378 -2.50596
H 2.16172 -1.55198 -1.66926
*
```

Computed properties:
* E_LUMO (spin up / spin down): -8.427 / -9.011 eV
* max |F|: 0.06194 hartree/bohr
* calculated total energy: -131907.004 eV
* E_HOMO (spin up / spin down): -14.15 / -14.13 eV

For reference, the Löwdin charges in units of e are: Au 0.871; O -0.652; S 1.082; C -0.267; C -0.232; C -0.199; C -0.278; S 1.048; O -0.630; C -0.389; C -0.085; C -0.049; C -0.046; C -0.049; C -0.088; C -0.384; C -0.070; C -0.042; C -0.047; C -0.056; C -0.103; H 0.081; H 0.098; H 0.124; H 0.079; H 0.114; H 0.129; H 0.094; H 0.103; H 0.075; H 0.115; H 0.116; H 0.119; H 0.114; H 0.122; H 0.120; H 0.117; H 0.107; H 0.037; O -0.204; N -0.240; C -0.033; C -0.019; C -0.016; C -0.012; C -0.063; H 0.144; H 0.125; H 0.125; H 0.129; H 0.142; Br 0.472; C -0.148; C -0.031; C 0.007; C 0.003; C -0.070; N -0.039; H 0.127; H 0.139; H 0.133; H 0.130